A | ORCA calculation (ωB97M-V/def2-TZVPD) on C3H5NO in the gas phase.

Atoms and positions in Å:
O  2.1622  0.5258  -0.1614
C  0.9770  0.2678  -0.1915
C  -0.0101  1.2395  0.2833
C  -1.0777  -0.7601  -0.1673
N  0.3067  -0.9163  -0.3383
H  0.0667  1.2488  1.3851
H  0.0734  2.2456  -0.1462
H  -1.6277  -0.5784  0.7479
H  -1.6273  -1.5015  -0.7821
H  0.7568  -1.7711  -0.6294

For the HOMO energy (alpha / beta), the calculation gives -8.56 / -8.77 eV. For the frontier orbital gap (alpha / beta), the calculation gives 8.479 / 8.671 eV. The net charge is 0. The calculation puts the LUMO energy (alpha / beta) at -0.0806 / -0.0993 eV.

Atom charges from the Mulliken analysis, given in e for atoms 1 to 6: -0.574 0.564 -0.669 -0.513 -0.097 0.242

B | ORCA calculation (ωB97M-V/def2-TZVPD) on C3H5NO in the gas phase.

Atoms and positions in Å:
O  -0.7199  0.4969  1.7813
C  -0.8373  -0.4479  1.0320
C  -0.1416  -0.5375  -0.2828
C  0.3185  0.7331  -0.9073
N  1.2777  -0.1568  -0.2935
H  -1.4471  -1.3248  1.3198
H  -0.3984  -1.3919  -0.9027
H  0.3757  0.7891  -1.9920
H  0.0535  1.6531  -0.3900
H  1.5189  0.1865  0.6352

For the HOMO energy, the calculation gives -10.00 eV. For the frontier orbital gap, the calculation gives 10.777 eV. Its SMILES is O=C[C@H]1CN1. The net charge is 0. The calculation puts the LUMO energy at 0.7730 eV.

Atom charges from the Mulliken analysis, given in e for atoms 1 to 6: -0.492 -0.107 0.070 -0.368 -0.552 0.331

Question: which arrangement is favored energetically? Ranking from most to least stable: B, A.